C9H21ClINO2PTi | ωB97M-V with the def2-TZVPD basis set

Properties
Total charge   +3
Relative energy (zero: lowest compared OMol25 entry of this formula, charge and spin)   61.7 kJ/mol
DFT total energy   -2508.38493 a.u.

XYZ file:
```
37
Properties=species:S:1:pos:R:3:mulliken_charge:R:1
C -0.47058 -3.01184 -1.89159 -0.60
I 1.70934 -2.74695 -0.78309 0.33
H -1.42241 -2.49029 -1.60588 0.28
H -0.63973 -4.09036 -1.71628 0.53
H -0.23146 -2.91870 -2.95814 0.47
Ti -0.22060 -0.99148 -0.69081 0.11
P -0.08514 0.84442 -2.56111 1.22
C 1.12970 1.65416 -3.62268 -1.17
C -1.31746 0.48438 -3.85247 -1.21
H -1.61539 1.87147 -0.94739 0.34
H -1.12956 3.01954 -2.22489 0.42
H -0.01182 2.62330 -0.90232 0.44
C -0.77549 2.20513 -1.57148 -1.13
H -2.25956 0.17779 -3.39671 0.40
H -1.43681 1.37427 -4.48525 0.45
H 0.65143 2.35528 -4.31347 0.44
H 1.66493 0.93518 -4.24618 0.43
H -0.93982 -0.33567 -4.47200 0.43
H 1.89747 2.20326 -3.08569 0.42
C 1.52138 0.44696 -0.63847 0.22
O 2.54731 0.99719 -0.72820 -0.15
Cl -2.50865 -0.55994 -0.84265 -0.22
C 0.64194 0.02221 4.76653 -0.95
N -0.00139 0.13119 3.42781 0.04
C -0.44933 1.48108 3.03875 -0.82
C 0.11007 -0.84172 2.50873 0.82
C 0.65909 -2.17146 2.96391 -1.31
O -0.19253 -0.64329 1.26956 -0.29
H 0.37466 0.91887 5.35329 0.32
H 1.74925 -0.00268 4.68995 0.37
H 0.26104 -0.86388 5.29817 0.38
H 0.25439 1.95744 2.33873 0.29
H -1.45184 1.41291 2.60608 0.30
H -0.50480 2.08042 3.95445 0.38
H 0.11784 -3.02129 2.49413 0.34
H 1.74925 -2.18948 2.76766 0.31
H 0.62528 -2.31745 4.05900 0.37
```